This record from the Open Molecules 2025 dataset describes C28H31Cl3O6Sr as an isolated structure at a distorted geometry. The level of theory is ωB97M-V with the def2-TZVPD basis set.

```
69
Properties=species:S:1:pos:R:3:forces:R:3:mulliken_charge:R:1
C -4.62761 5.78935 -2.20908 0.04 -3.01 -2.90 -0.41
C -4.57809 4.90253 -3.41789 0.26 0.24 2.26 -0.44
C -4.26501 3.28305 -3.15331 -1.77 0.03 4.59 0.61
O -4.24922 2.88186 -1.87920 0.43 1.34 -7.70 -0.54
O -4.08407 2.43427 -4.34120 0.26 0.63 3.40 -0.35
C -3.75958 1.04244 -3.99158 -0.33 -1.80 1.10 -0.23
C -5.08899 0.16060 -3.49440 0.99 -0.61 -1.22 -0.50
C -4.49324 -1.15927 -2.70398 -0.29 -0.04 -0.02 -0.26
C -4.70584 -1.08605 -1.05323 -0.23 -0.28 -0.72 -0.34
C -4.50510 -2.54935 -0.34119 -0.50 0.06 -0.03 -0.65
C -3.37857 -2.59587 0.84901 0.04 -0.63 0.24 -0.73
C -1.93066 -1.93002 0.46425 2.22 0.35 -2.97 0.30
C -1.42053 -1.95735 -0.95170 0.11 0.36 1.69 -0.18
C -0.01668 -1.28907 -1.47163 0.17 1.15 2.02 -0.30
O 0.23523 -0.92477 -2.75859 -1.92 -0.84 5.05 -1.27
C 1.15370 -0.99137 -0.36189 0.55 0.08 0.07 1.17
C 2.68070 -0.76084 -0.91329 -0.76 0.08 4.52 -0.43
C 3.87145 -0.49534 0.20034 -3.72 -0.74 0.76 0.64
C 5.39535 -0.28803 -0.38823 -0.69 -1.07 -1.25 -0.82
O 5.66085 1.14154 -0.70029 -1.84 -0.91 -2.35 -0.31
C 5.14030 1.50023 -2.03586 1.78 -1.11 -6.06 0.57
C 3.81585 2.50209 -2.21989 0.64 0.52 0.19 -0.65
O 5.70453 1.09168 -3.20627 -3.36 1.92 8.22 -0.52
C 3.43875 -0.48604 1.78370 -0.71 0.22 -1.67 0.15
C 4.67075 -0.22914 2.88203 1.66 -3.72 0.40 -0.33
Cl 4.93905 1.46053 3.66651 -0.61 -2.93 -1.51 -0.12
C 5.54081 -1.42501 3.22144 -2.53 3.03 -0.84 0.22
C 5.22553 -2.89051 2.53787 0.38 0.15 0.28 -0.60
Cl 6.96643 -1.23971 4.41173 -2.55 -0.35 -2.13 -0.14
C 1.87532 -0.70508 2.33552 -0.23 0.01 -2.82 0.23
C 1.54071 -0.69575 3.95662 0.53 -0.90 -0.57 -0.90
C 1.24141 0.82128 4.51892 0.16 0.34 -0.53 -0.28
C 1.31488 0.97790 6.14920 0.24 1.54 0.07 -0.47
Cl 1.34337 -0.63606 7.06999 0.02 1.36 -0.86 -0.19
C 0.69402 -0.95318 1.22601 3.24 0.23 -1.10 0.22
C -0.91067 -1.18218 1.55867 -2.62 1.26 4.89 0.44
O -1.48147 -0.80651 2.72170 3.98 -2.33 -7.35 -0.50
H -4.07499 6.82065 -2.22564 -2.12 -1.73 -0.18 0.27
H -5.19040 5.34259 -1.26516 2.25 0.92 -1.78 0.24
H -4.77431 5.24428 -4.52162 1.36 -0.50 2.30 0.30
H -3.30633 0.42964 -4.90955 -1.04 1.96 1.64 0.27
H -2.97112 0.96696 -3.12183 -1.49 0.59 -1.60 0.15
H -5.84751 0.79858 -2.87001 1.60 -1.32 -1.24 0.35
H -5.55951 -0.25806 -4.50804 0.61 1.16 2.39 0.25
H -4.99937 -2.14855 -3.13168 0.93 2.13 1.07 0.35
H -3.35095 -1.23787 -3.01211 -2.10 0.11 0.79 -0.11
H -3.96582 -0.31537 -0.57579 -1.58 -1.23 -0.97 0.15
H -5.83036 -0.75293 -0.89451 2.52 -0.50 -0.21 0.40
H -5.54606 -2.84703 0.15355 2.44 0.47 -0.96 0.37
H -4.27760 -3.36330 -1.15181 -0.35 1.48 1.52 0.33
H -3.85481 -2.18488 1.85016 1.50 -0.47 -2.11 0.31
H -3.16676 -3.75166 1.05901 -0.18 2.46 -0.35 0.34
H -2.09367 -2.49488 -1.74372 1.38 1.44 1.46 0.12
H 2.97014 -0.77334 -2.05851 -0.70 0.19 2.52 -0.34
H 6.22766 -0.78112 0.27676 -1.74 1.57 -1.03 0.30
H 5.42599 -0.85781 -1.43365 -0.07 1.03 2.28 0.38
H 3.73840 2.90740 -3.33260 0.60 -1.24 2.36 0.30
H 2.80478 1.93864 -1.99320 2.19 1.11 -0.04 0.10
H 3.96615 3.46219 -1.54515 -0.53 -2.22 -1.11 0.31
H 5.48636 -2.78716 1.39422 -0.57 -0.36 2.26 0.14
H 4.08332 -3.19397 2.66772 2.49 0.87 -0.26 0.20
H 5.88939 -3.76392 3.00666 -1.41 2.25 -0.96 0.36
H 2.47525 -1.19569 4.50570 -1.91 1.35 -1.27 0.55
H 0.64635 -1.45542 4.12104 1.74 1.89 -0.36 0.48
H 2.06996 1.54312 4.07342 -1.74 -1.56 0.91 0.23
H 0.20832 1.19666 4.11360 1.93 -0.91 0.81 0.29
H 0.41858 1.61057 6.61570 1.90 -1.60 -1.32 0.33
H 2.30058 1.58822 6.39663 -2.04 -1.65 -0.32 0.28
Sr 1.14465 -2.39938 -3.90043 1.06 -1.33 -1.40 1.95
```
Positions in Å, forces in eV/Å.

Computed properties:
LUMO level   -8.64 eV
2S+1   1
Strongest force on any atom   9.1 eV/Å
Net charge   +2
HOMO   -12.478 eV
M   657.529 Da
Total energy   -80187.4340 eV